[1]
C21H29N5O6S | ωB97M-V/def2-TZVPD

Calculated values
spin multiplicity	1
electronic energy	-52818.203	eV
SMILES	CCCc1nn(C)c2c(=O)[nH]c(-c3cc(S(=O)(=O)N(CCO)CCO)ccc3OCC)nc12
energy relative to the best compared isomer or geometry (same formula, charge and spin)	14.0	kcal per mole
HOMO-LUMO gap	8.398	eV

Each line ends with the Löwdin charge.
Atoms and positions in Å:
C1 -4.758 -1.931 -0.592  -0.10
C2 -5.590 -1.561 0.631  -0.24
C3 -4.800 -0.692 1.620  -0.14
C4 -4.257 0.524 0.960  -0.24
N1 -4.956 1.630 0.774  0.16
N2 -4.194 2.502 0.116  -0.14
C5 -4.674 3.808 -0.233  0.00
C6 -2.977 1.982 -0.143  -0.07
C7 -1.827 2.506 -0.829  -0.39
O1 -1.691 3.596 -1.350  0.07
N3 -0.807 1.559 -0.844  0.21
C8 -0.865 0.300 -0.282  -0.23
C9 0.337 -0.538 -0.389  -0.03
C10 1.589 0.052 -0.498  0.01
C11 2.731 -0.718 -0.592  -0.27
S1 4.294 0.111 -0.791  0.72
O2 5.350 -0.850 -0.596  -0.28
O3 4.309 0.839 -2.032  -0.28
N4 4.271 1.245 0.415  -0.25
C12 4.659 2.603 0.105  -0.17
C13 3.432 3.469 -0.212  -0.23
O4 2.615 2.890 -1.199  -0.09
C14 4.192 0.798 1.785  -0.16
C15 5.540 0.332 2.371  -0.25
O5 5.829 -1.005 2.086  -0.07
C16 2.658 -2.096 -0.569  -0.03
C17 1.422 -2.706 -0.460  0.01
C18 0.247 -1.955 -0.369  -0.19
O6 -0.979 -2.481 -0.267  -0.05
C19 -1.179 -3.884 -0.325  -0.23
C20 -1.125 -4.420 -1.752  -0.05
N5 -1.905 -0.154 0.330  0.20
C21 -2.970 0.683 0.394  -0.15
H1 -4.619 -1.066 -1.236  0.08
H2 -5.252 -2.710 -1.170  0.07
H3 -3.774 -2.279 -0.290  0.05
H4 -5.907 -2.468 1.149  0.10
H5 -6.485 -1.021 0.317  0.11
H6 -3.959 -1.265 2.012  0.12
H7 -5.455 -0.396 2.441  0.11
H8 -4.927 4.367 0.669  0.09
H9 -5.569 3.722 -0.851  0.09
H10 -3.889 4.324 -0.783  0.08
H11 0.037 1.858 -1.319  0.15
H12 1.704 1.125 -0.493  0.10
H13 5.219 3.034 0.938  0.13
H14 5.306 2.571 -0.775  0.12
H15 3.774 4.463 -0.533  0.12
H16 2.804 3.587 0.677  0.12
H17 3.184 2.409 -1.824  0.06
H18 3.491 -0.042 1.819  0.13
H19 3.783 1.614 2.385  0.13
H20 6.337 0.997 2.006  0.12
H21 5.501 0.402 3.462  0.12
H22 5.834 -1.120 1.117  0.04
H23 3.565 -2.674 -0.636  0.12
H24 1.384 -3.783 -0.444  0.11
H25 -0.469 -4.408 0.324  0.12
H26 -2.183 -4.026 0.084  0.12
H27 -0.143 -4.265 -2.193  0.07
H28 -1.861 -3.904 -2.363  0.08
H29 -1.348 -5.483 -1.752  0.08

[2]
C2H12N5P | ωB97M-V/def2-TZVPD

Calculated values
spin multiplicity	1
total charge	+2
electronic energy	-18989.785	eV
SMILES	CP([NH3+])N(N)/C=N/[NH3+]
energy relative to the best compared isomer or geometry (same formula, charge and spin)	0.0	kcal per mole
HOMO-LUMO gap	10.882	eV

Each line ends with the Löwdin charge.
Atoms and positions in Å:
C1 2.166 0.474 -1.401  -0.26
P1 1.447 1.062 0.176  1.03
N1 2.326 -0.234 1.221  0.01
N2 -0.018 0.137 0.239  -0.27
N3 0.324 -1.481 -0.134  0.12
C2 -1.269 0.577 0.263  -0.26
N4 -2.288 -0.175 0.090  0.03
N5 -3.588 0.398 0.186  0.18
H1 2.304 -0.607 -1.444  0.05
H2 3.123 0.967 -1.572  0.06
H3 1.516 0.775 -2.225  0.06
H4 3.338 -0.273 1.052  0.14
H5 2.190 -0.119 2.234  0.13
H6 1.889 -1.130 0.910  0.08
H7 -0.355 -1.992 0.421  0.09
H8 0.046 -1.585 -1.106  0.09
H9 -1.328 1.655 0.461  0.15
H10 -3.995 0.216 1.124  0.20
H11 -3.635 1.424 0.006  0.19
H12 -4.194 -0.088 -0.500  0.20

[3]
C5H10Cl2O2S | ωB97M-V/def2-TZVPD

Calculated values
spin multiplicity	1
electronic energy	-45318.880	eV
energy relative to the best compared isomer or geometry (same formula, charge and spin)	33.3	kcal per mole
HOMO-LUMO gap (spin up / spin down)	6.794 / 6.799	eV

Each line ends with the Löwdin charge.
Atoms and positions in Å:
C1 1.533 0.086 0.078  -0.02
C2 -0.253 -0.603 -1.326  -0.12
C3 -1.128 0.674 0.581  0.00
C4 -0.033 -1.580 0.802  -0.45
C5 0.013 -0.363 0.119  -0.67
O1 -3.455 -1.594 -0.488  -0.41
O2 -2.720 -3.549 0.729  -0.48
S1 -2.718 -2.106 0.605  0.37
Cl1 0.403 -3.138 0.191  0.78
Cl2 -3.689 -1.505 2.500  0.11
H1 1.582 0.809 -0.786  0.11
H2 2.251 -0.780 -0.099  0.11
H3 1.838 0.641 0.895  0.05
H4 -1.255 -0.909 -1.345  0.04
H5 0.454 -1.269 -1.918  0.12
H6 -0.398 0.407 -1.773  0.11
H7 -1.730 0.385 1.470  0.06
H8 -1.799 0.679 -0.198  0.03
H9 -0.634 1.699 0.666  0.12
H10 -0.160 -1.595 1.950  0.14

The highest energy relative to the best compared isomer or geometry (same formula, charge and spin) belongs to which entry?
C5H10Cl2O2S